[1]
{
  "formula": "C36H37NP2Zr",
  "method": "ωB97M-V with the def2-TZVPD basis set",
  "elements": ["Zr", "P", "P", "N", "C", "C", "C", "C", "C", "C", "C", "C", "C", "C", "C", "C", "C", "C", "C", "C", "C", "C", "C", "C", "C", "C", "C", "C", "C", "C", "C", "C", "C", "C", "C", "C", "C", "C", "C", "C", "H", "H", "H", "H", "H", "H", "H", "H", "H", "H", "H", "H", "H", "H", "H", "H", "H", "H", "H", "H", "H", "H", "H", "H", "H", "H", "H", "H", "H", "H", "H", "H", "H", "H", "H", "H", "H"],
  "coordinates": [[1.17, -0.12, 0.48], [-0.04, -1.76, -2.19], [1.27, 0.52, -1.97], [0.49, -1.35, 4.02], [-1.05, 2.12, 3.53], [2.96, 1.94, -3.74], [-0.47, 1.98, 4.72], [2.57, 4.15, 0.65], [0.64, -0.83, 2.96], [-2.27, -2.52, 1.70], [0.83, 3.10, -0.68], [2.19, 0.78, -3.51], [-1.53, -1.40, 1.46], [-2.52, 2.08, 3.23], [0.17, -5.08, -4.51], [-2.03, -0.30, 5.59], [3.39, 1.22, -6.02], [3.49, 3.14, 0.31], [3.07, 2.08, -0.50], [1.70, 1.99, -0.87], [2.02, -0.15, -4.56], [-0.45, 0.84, -2.46], [-2.99, -0.09, 4.67], [-2.42, -3.49, 0.71], [-0.76, -1.36, 0.25], [-0.44, -2.98, -3.49], [-1.21, 2.10, 6.04], [3.57, 2.14, -4.98], [-1.12, -0.32, -2.60], [2.88, 0.03, 1.86], [1.27, 4.15, 0.12], [0.47, -4.04, -3.63], [-0.79, -2.43, -0.73], [-1.59, -2.89, -4.28], [-1.02, -5.04, -5.25], [-1.59, 0.72, 6.61], [-1.75, -3.43, -0.52], [2.61, 0.08, -5.81], [-1.89, -3.95, -5.15], [-3.44, 1.28, 4.22], [0.60, 5.00, 0.35], [-2.39, 0.85, 7.35], [3.78, 1.30, -0.85], [-3.12, -4.31, 0.89], [-2.01, -4.13, -1.31], [2.89, 4.95, 1.31], [-2.89, 3.12, 3.20], [2.91, 0.97, 2.44], [2.99, -0.80, 2.58], [4.52, 3.17, 0.70], [1.39, -4.03, -3.03], [0.87, -5.91, -4.61], [-1.60, -1.29, 5.71], [-0.40, 2.07, 2.66], [4.19, 3.02, -5.13], [1.40, -1.06, -4.40], [-2.13, 2.72, 5.96], [3.86, 1.38, -6.99], [-0.74, 0.29, 7.16], [2.45, -0.65, -6.61], [-4.38, 1.13, 3.67], [-2.77, -2.60, 2.66], [0.63, 1.98, 4.85], [-3.52, -0.93, 4.20], [-1.61, -0.48, 2.04], [-2.63, 1.66, 2.22], [-2.81, -3.91, -5.74], [-0.15, 3.10, -1.15], [3.72, 0.04, 1.16], [3.06, 2.70, -2.96], [-0.58, 2.60, 6.82], [-3.64, 1.92, 5.08], [-2.25, -2.02, -4.22], [-2.19, -0.47, -2.86], [-1.27, -5.87, -5.92], [-0.74, 1.87, -2.69], [-0.85, -0.30, -0.20]],
  "e_tot_ha": -2177.65694,
  "fmax_ev_per_a": 4.519,
  "homo_energy_ev": -12.564,
  "total_charge": 2,
  "gap_ev": 4.3,
  "lumo_energy_ev": -8.21
}

=====

[2]
{
  "formula": "C36H38F5N7O6S3SeV",
  "method": "ωB97M-V with the def2-TZVPD basis set",
  "elements": ["Se", "V", "S", "S", "S", "F", "F", "F", "F", "F", "O", "O", "O", "O", "O", "O", "N", "N", "N", "N", "N", "N", "N", "C", "C", "C", "C", "C", "C", "C", "C", "C", "C", "C", "C", "C", "C", "C", "C", "C", "C", "C", "C", "C", "C", "C", "C", "C", "C", "C", "C", "C", "C", "C", "C", "C", "C", "C", "C", "H", "H", "H", "H", "H", "H", "H", "H", "H", "H", "H", "H", "H", "H", "H", "H", "H", "H", "H", "H", "H", "H", "H", "H", "H", "H", "H", "H", "H", "H", "H", "H", "H", "H", "H", "H", "H", "H"],
  "coordinates": [[-1.52, -0.43, 1.53], [0.42, -2.61, -1.14], [2.77, -2.39, -2.15], [-5.84, -0.94, 2.49], [0.17, -0.52, -2.44], [-3.90, 3.80, 3.68], [-2.43, 1.23, -0.91], [-2.64, 1.38, 3.82], [-4.53, 4.81, 1.26], [-3.93, 3.31, -1.01], [1.39, -0.21, 0.81], [0.86, -4.66, -0.93], [-7.07, -1.66, 2.35], [-5.43, -0.10, 1.42], [-6.16, -2.06, -1.00], [-4.92, -0.60, -1.95], [-1.70, -2.92, -0.75], [-3.65, -2.89, 0.38], [1.05, -3.91, 0.14], [1.31, -1.58, 0.53], [3.91, -0.11, -1.36], [1.85, 1.48, -2.34], [-5.07, -1.57, -1.28], [-2.46, 1.21, 1.48], [6.20, -0.45, -2.26], [-0.02, 3.75, -0.86], [-3.61, 2.91, 0.22], [5.79, -0.64, -3.61], [-2.64, -2.25, -1.50], [-2.81, 1.77, 0.25], [1.67, -3.75, 1.28], [-2.89, 1.92, 2.58], [7.51, 0.05, -2.00], [-0.17, 5.02, -0.26], [1.75, -2.31, 1.49], [5.24, -0.76, -1.08], [-3.85, -2.23, -0.81], [-5.70, -0.03, 4.03], [3.17, 2.06, -2.18], [-2.35, -3.28, 0.37], [6.73, -0.37, -4.62], [-1.77, -4.06, 1.44], [1.30, 4.82, -2.61], [-4.55, -2.15, 2.65], [1.12, 6.09, -1.99], [0.42, 6.15, -0.79], [2.43, -1.77, 2.64], [0.76, 2.39, -2.88], [8.03, 0.03, -4.34], [8.43, 0.22, -3.03], [0.64, 3.71, -2.10], [3.84, 1.31, -1.04], [-3.59, 3.09, 2.54], [-4.64, -3.07, 1.45], [2.87, -0.71, -1.85], [2.35, -4.84, 2.13], [-3.88, 3.68, 1.33], [-6.70, 1.12, 3.89], [1.69, 0.19, -2.18], [9.40, 0.68, -2.76], [8.69, 0.27, -5.16], [5.08, -1.82, -1.00], [1.72, -5.72, 2.34], [-7.64, 0.64, 3.64], [-2.48, -4.49, 2.04], [2.71, -0.72, 2.48], [1.70, -1.79, 3.47], [-0.14, 1.82, -2.79], [-5.58, -2.96, 1.00], [-6.81, 1.69, 4.83], [0.47, 0.00, 1.12], [-0.48, 2.84, -0.54], [-2.47, -1.78, -2.45], [-3.63, -1.67, 2.72], [5.56, -0.44, -0.12], [-1.14, -4.87, 1.13], [-4.68, 0.34, 4.18], [3.30, 1.44, -0.10], [1.51, 6.95, -2.51], [3.35, -5.20, 1.77], [0.27, 7.08, -0.33], [1.97, 4.78, -3.55], [-4.68, -2.76, 3.53], [4.88, 1.60, -0.91], [-5.95, -0.83, 4.71], [-4.48, -4.10, 1.77], [-0.84, 5.07, 0.56], [4.81, -0.99, -3.82], [-1.14, -3.41, 2.03], [-6.43, 1.84, 3.10], [7.72, 0.19, -0.94], [1.01, 2.66, -3.90], [6.47, -0.45, -5.67], [3.24, -2.35, 3.05], [3.79, 2.00, -3.11], [3.18, 3.12, -1.91], [2.49, -4.35, 3.12]],
  "e_tot_ha": -7268.24190,
  "fmax_ev_per_a": 3.234,
  "homo_energy_ev": [-9.542, -9.540],
  "total_charge": 1,
  "multiplicity": 3,
  "gap_ev": [5.2, 5.2],
  "lumo_energy_ev": [-4.38, -4.35]
}

=====

[3]
{
  "formula": "C36H38Ge2I2N2OPdTe",
  "method": "ωB97M-V with the def2-TZVPD basis set",
  "elements": ["I", "I", "Te", "Pd", "Ge", "Ge", "O", "N", "N", "C", "C", "C", "C", "C", "C", "C", "C", "C", "C", "C", "C", "C", "C", "C", "C", "C", "C", "C", "C", "C", "C", "C", "C", "C", "C", "C", "C", "C", "C", "C", "C", "C", "C", "C", "C", "H", "H", "H", "H", "H", "H", "H", "H", "H", "H", "H", "H", "H", "H", "H", "H", "H", "H", "H", "H", "H", "H", "H", "H", "H", "H", "H", "H", "H", "H", "H", "H", "H", "H", "H", "H", "H", "H"],
  "coordinates": [[-1.16, 3.82, 1.76], [-5.82, 1.50, 4.88], [2.21, 0.74, 1.88], [-0.24, 0.95, 1.06], [-0.71, 2.57, -2.09], [0.00, -0.09, -1.22], [-2.05, 1.36, -0.02], [-0.44, 0.31, 3.35], [-1.66, -1.38, 1.21], [-2.40, -3.35, -2.56], [2.19, -1.70, -2.36], [-2.70, 2.39, 2.02], [-3.57, 2.47, 3.07], [-1.09, 1.49, 5.32], [-1.41, -2.58, -1.99], [2.30, -1.38, 1.47], [-1.38, -1.20, -2.17], [-4.46, 1.42, 3.28], [5.64, -0.82, -0.17], [6.17, -2.10, -0.18], [-1.42, -0.58, 3.55], [3.69, 0.38, -3.40], [2.48, 0.63, -2.78], [4.18, -2.94, 0.86], [5.44, -3.16, 0.34], [3.40, -1.96, -2.96], [3.82, 0.79, 0.42], [3.65, -1.65, 0.89], [-2.49, 3.50, -2.01], [-4.35, 0.26, 2.52], [-0.31, 2.60, -4.08], [-2.37, -0.61, -2.94], [1.71, -0.40, -2.27], [-2.14, 0.60, 5.51], [-3.39, -2.75, -3.33], [-0.28, 1.31, 4.22], [-2.29, -0.45, 4.63], [0.80, 3.56, -1.17], [-3.37, -1.38, -3.52], [4.15, -0.92, -3.49], [-3.45, 0.18, 1.48], [-1.50, -1.77, 2.62], [-2.68, 1.31, 1.09], [4.39, -0.59, 0.37], [-3.06, -1.12, 0.84], [-3.55, 3.32, 3.74], [-2.36, 0.46, -3.08], [-2.31, -2.43, 2.95], [2.12, 1.65, -2.70], [0.10, 3.59, -4.27], [4.58, 1.52, 0.72], [-0.63, -3.06, -1.40], [2.15, -1.95, 2.39], [0.56, 1.98, 4.04], [-3.30, 2.78, -2.06], [0.40, 1.85, -4.42], [-0.91, 2.31, 6.00], [-3.09, -1.16, 4.75], [-2.42, -4.42, -2.40], [-1.32, -2.13, 0.61], [4.27, 1.19, -3.81], [-2.53, 4.14, -2.88], [-2.82, 0.72, 6.34], [-1.23, 2.49, -4.64], [1.63, 3.68, -1.86], [1.60, -2.52, -1.96], [-4.17, -3.35, -3.77], [-4.14, -0.91, -4.11], [1.50, -1.64, 0.75], [5.09, -1.13, -3.97], [6.20, 0.01, -0.57], [-2.60, 4.09, -1.11], [0.46, 4.55, -0.87], [5.86, -4.15, 0.35], [-4.95, -0.60, 2.77], [-0.55, -2.31, 2.70], [7.16, -2.27, -0.57], [-3.73, -1.93, 1.16], [-3.10, -1.02, -0.25], [3.61, -3.76, 1.27], [1.15, 3.03, -0.28], [3.42, 1.08, -0.55], [3.77, -2.97, -3.01]],
  "e_tot_ha": -6724.17198,
  "fmax_ev_per_a": 1.447,
  "homo_energy_ev": [-8.984, -10.544],
  "total_charge": 1,
  "multiplicity": 4,
  "gap_ev": [6.5, 5.2],
  "lumo_energy_ev": [-2.48, -5.31]
}

=====

In order of appearance, energy above the lowest of the compared OMol25 structures with the same formula, charge and spin = 1.2, 27.8, 35.9 kcal/mol.